No. 1
Here is a structure of composition C30H50B3NO22 from the OMol25 dataset. Energies are from ωB97M-V/def2-TZVPD.

Geometry as XYZ:
```
106
Properties=species:S:1:pos:R:3:forces:R:3
C 7.6579 0.4263 -0.3983 0.6 0.0 -0.3
O 7.0002 1.2068 0.6081 -0.5 -1.1 -0.8
C 5.5862 0.9626 0.6629 -0.8 0.3 1.2
B 4.6704 2.2044 0.1980 0.2 2.0 0.0
O 4.7093 2.8028 -1.1188 -1.8 -2.3 0.9
B 3.3820 2.5363 -1.6324 0.2 1.5 -0.3
C 3.1050 1.6385 -2.9408 -0.6 0.0 0.9
O 2.2749 3.0839 -0.8735 1.4 -2.7 0.7
B 2.4389 2.4524 0.4167 0.2 1.9 0.1
C 1.3886 1.4249 1.0632 1.0 -1.6 0.1
C 1.1018 0.1850 0.1042 -1.4 0.3 -0.4
C 2.1677 -0.8981 -0.2371 0.0 0.3 -0.3
N -0.0780 0.0661 -0.4202 1.8 0.2 0.9
O 3.6822 2.7856 1.0803 -0.5 -2.4 -1.8
H 7.1406 -0.5363 -0.6518 0.2 0.8 0.4
H 8.6823 0.1459 -0.0170 -1.0 0.5 -0.5
H 7.7249 1.0415 -1.3338 0.2 -0.6 0.6
H 5.3372 0.7532 1.7488 0.2 0.1 -1.1
H 5.2453 0.0554 0.0921 0.6 0.6 0.4
H 3.4469 0.5915 -2.6755 -0.1 1.1 -0.6
H 1.9841 1.5673 -3.0453 1.2 0.1 -0.2
H 3.6001 2.0194 -3.8689 -0.4 -0.5 0.8
H 1.9130 0.9661 1.9704 -0.8 0.8 -0.9
H 0.4072 1.8852 1.3468 0.9 -0.4 -0.2
H 1.8436 -1.4625 -1.1541 0.2 0.7 1.0
H 2.3093 -1.6655 0.5768 -0.1 1.0 -0.6
H 3.1679 -0.4428 -0.4901 -0.9 -0.4 0.5
H -0.6691 0.8502 -0.1029 0.5 -0.7 -0.3
C -5.2642 1.5109 -2.6985 -0.3 -0.2 0.5
C -3.9592 2.0274 -2.1351 -0.8 -0.5 -0.6
C -2.9970 0.9517 -1.7209 0.3 -0.4 -0.4
O -2.2219 1.6199 -0.7215 -0.8 0.7 0.1
C -3.0259 2.5720 -0.1768 -0.3 0.3 0.2
O -2.7629 3.1913 0.8085 0.1 -0.2 -0.1
O -4.1653 2.7221 -0.8968 0.7 0.0 0.4
H -5.1242 1.1007 -3.6984 0.1 0.1 0.0
H -5.6843 0.7291 -2.0591 0.2 0.0 0.0
H -6.0051 2.3071 -2.7474 0.2 0.0 -0.1
H -3.5028 2.7270 -2.8341 0.1 -0.1 0.1
H -2.3651 0.6114 -2.5402 0.2 0.1 0.2
H -3.4801 0.0861 -1.2590 -0.1 0.1 0.0
C -1.2654 -6.1597 0.0995 0.2 -0.3 0.0
C -0.2062 -5.0884 0.2228 -0.9 -0.6 0.1
C -0.1443 -4.1429 -0.9417 -0.3 0.5 -0.1
O 1.2143 -3.7032 -0.8947 0.1 -0.5 0.1
C 1.9300 -4.7092 -0.3253 0.5 -0.1 0.1
O 3.1199 -4.7571 -0.2960 -0.3 0.0 -0.1
O 1.1087 -5.6561 0.2029 0.4 0.5 -0.2
H -2.2630 -5.7425 0.2462 0.1 0.0 0.0
H -1.2316 -6.6367 -0.8838 0.0 0.1 0.0
H -1.1006 -6.9473 0.8369 -0.1 0.1 0.1
H -0.3232 -4.5533 1.1710 0.1 0.1 -0.1
H -0.8293 -3.3009 -0.8400 0.3 0.1 0.0
H -0.3148 -4.6288 -1.9072 -0.1 -0.1 0.1
C -5.0157 4.3511 3.0598 0.1 -0.3 -0.2
C -5.9461 3.7785 4.1056 0.5 0.6 -0.7
C -5.3322 3.6396 5.4689 0.0 0.3 0.4
O -6.1044 2.5802 6.0352 -0.1 -0.2 -0.2
C -6.5332 1.8118 4.9980 -0.2 -0.5 -0.1
O -7.0485 0.7459 5.1165 0.1 0.3 0.0
O -6.2915 2.4224 3.8058 -0.1 -0.2 0.6
H -4.8619 5.4201 3.2191 -0.1 0.0 0.0
H -4.0433 3.8552 3.0798 -0.1 0.0 0.0
H -5.4238 4.1991 2.0592 0.0 0.1 0.1
H -6.8749 4.3584 4.1383 0.0 -0.1 0.1
H -5.4192 4.5469 6.0665 -0.1 -0.2 0.1
H -4.2845 3.3262 5.4436 0.0 0.1 -0.2
C 1.8794 -9.9465 -3.1076 -0.2 -0.3 -0.1
C 1.3001 -9.1602 -1.9530 0.4 -0.3 -0.8
C 2.1415 -9.1776 -0.7092 0.5 0.4 0.2
O 1.1667 -8.9557 0.3090 -0.4 -0.2 -0.1
C -0.0099 -9.4426 -0.1613 -0.3 -0.1 0.3
O -0.9924 -9.5848 0.4966 0.2 0.1 -0.1
O 0.0812 -9.7481 -1.4851 0.0 0.2 0.5
H 2.7315 -9.4238 -3.5452 -0.1 0.0 0.1
H 2.2088 -10.9370 -2.7853 0.0 0.1 0.1
H 1.1254 -10.1017 -3.8816 0.1 0.2 0.0
H 1.0743 -8.1371 -2.2728 0.0 0.0 0.1
H 2.8995 -8.3944 -0.6998 -0.2 0.1 0.2
H 2.6209 -10.1430 -0.5220 -0.1 0.0 -0.2
C -2.8146 7.1288 -6.5507 0.1 -0.3 -0.2
C -3.7249 6.5615 -5.4847 0.5 0.6 -0.7
C -3.0875 6.4359 -4.1306 0.1 0.4 0.4
O -3.8473 5.3774 -3.5444 -0.1 -0.3 -0.2
C -4.2891 4.6014 -4.5670 -0.2 -0.3 -0.2
O -4.7988 3.5318 -4.4287 0.2 0.7 -0.4
O -4.0701 5.2011 -5.7672 -0.2 -0.2 0.6
H -2.6624 8.1991 -6.4027 -0.1 -0.1 0.0
H -1.8398 6.6356 -6.5413 -0.1 0.0 0.1
H -3.2399 6.9669 -7.5427 -0.1 0.1 0.1
H -4.6549 7.1381 -5.4414 0.0 -0.1 0.1
H -3.1678 7.3470 -3.5386 -0.1 -0.2 0.1
H -2.0394 6.1258 -4.1703 0.0 0.0 -0.2
C 3.5535 2.7491 5.1575 0.1 0.1 -0.3
C 3.2809 1.2706 5.3228 0.0 1.1 0.0
C 4.2568 0.5602 6.2165 0.0 -0.1 0.5
O 4.1878 -0.7783 5.7248 -0.1 0.0 -0.3
C 3.8408 -0.6948 4.4136 0.0 -0.4 -0.4
O 3.8690 -1.6055 3.6481 0.0 0.2 0.2
O 3.4586 0.5712 4.0875 0.1 -0.5 0.2
H 3.2896 3.2967 6.0639 0.0 -0.1 0.0
H 4.6069 2.9342 4.9349 0.0 -0.1 0.0
H 2.9797 3.1530 4.3213 -0.1 0.0 0.1
H 2.2465 1.1151 5.6474 0.1 -0.1 0.1
H 3.9758 0.6034 7.2685 0.0 -0.2 -0.1
H 5.2856 0.9149 6.1054 -0.1 0.1 -0.1
```
Forces are in eV/Å.

Calculated values
E_HOMO	-0.346	hartree
lowest unoccupied orbital energy	0.27	eV

=====

No. 2
Here is a structure of composition C30H50BBr21ClIN3O6P2S3 from the OMol25 dataset. Energies are from ωB97M-V/def2-TZVPD.

Geometry as XYZ:
```
118
Properties=species:S:1:pos:R:3:forces:R:3
C 4.4942 -2.0279 0.5387 0.2 0.4 0.1
C 2.8916 -2.2340 0.4740 1.7 0.8 -0.5
Cl 2.6476 -4.0661 0.5973 -0.1 1.0 0.2
C 2.3244 -1.7203 -0.9211 0.2 -0.1 -0.5
C 1.0972 -0.6799 -0.7630 0.1 -3.1 2.3
O 1.4852 0.3077 0.2072 0.7 0.4 -2.1
C 2.6877 1.0138 -0.1552 0.3 2.0 0.9
C 2.6004 2.4513 0.5624 1.4 0.1 -1.0
C 3.5263 3.5004 -0.2497 0.1 -0.5 1.1
C 3.1437 2.4443 2.0517 -1.3 0.5 1.4
C 2.6550 1.2173 2.9381 -0.9 -0.8 -0.7
C 2.5353 3.7768 2.7580 -0.3 -0.8 0.7
O 0.1129 -1.4323 -0.0234 1.8 2.3 -1.9
P -1.5372 -1.3921 -0.6934 -0.8 -1.8 1.9
C -1.1140 -3.1625 -1.3219 0.5 -1.2 -2.4
C -1.3296 -3.4149 -2.8882 0.1 -1.5 0.0
C -1.9277 -4.8857 -3.2075 1.1 1.0 -1.2
S -3.7366 -5.0710 -2.8689 -1.0 0.7 0.6
C -4.6777 -3.8103 -3.7834 0.2 0.9 -1.1
S -4.2390 -3.3701 -5.3269 -0.3 -0.3 1.4
N -5.8429 -3.1678 -3.1790 -1.1 -0.4 1.9
C -6.7837 -2.2690 -3.7548 -2.6 1.5 2.2
C -7.7641 -1.8642 -2.6869 3.9 -2.5 -1.8
N -7.4007 -2.5731 -1.4836 2.4 -0.9 -3.1
C -6.2916 -3.3265 -1.8136 -1.8 1.4 0.5
C -3.3538 -1.4046 -1.2671 -0.2 0.2 -1.2
C -3.7067 -0.5563 -2.5525 -1.3 -1.2 -0.5
O -3.6240 0.8885 -2.3858 0.1 0.2 -2.5
C -3.8936 1.5064 -3.6268 -2.3 1.0 1.2
O -4.9299 2.1621 -3.7479 2.5 -1.3 0.1
B -1.8823 0.2105 0.3900 -0.3 1.5 1.5
N -1.7284 1.6204 -0.1052 0.1 -0.5 0.4
O -2.3576 0.1004 1.7574 1.0 1.2 -1.6
P -2.0239 -2.4809 1.2389 -0.6 0.5 2.3
C -0.5997 -3.5701 1.8082 -0.2 -1.5 0.6
C -3.6552 -3.4094 1.1290 0.5 -1.8 0.3
O -0.9645 -0.5237 -2.1201 2.8 -0.6 -0.3
C 0.4220 -0.2206 -2.1646 -3.0 1.1 0.3
S 0.3714 1.6166 -2.5727 0.2 0.4 0.0
I 1.4391 -1.0172 -3.9785 -0.1 -0.4 0.2
H 5.0640 -2.9415 0.1949 -0.8 1.0 0.4
H 4.8352 -1.7555 1.5960 -0.5 -0.6 -1.3
H 4.8399 -1.1679 -0.1232 -0.6 -1.0 0.8
H 2.4811 -1.7016 1.3787 -0.1 -0.9 -1.1
H 2.0157 -2.6490 -1.5038 0.1 1.5 0.7
H 3.1824 -1.2742 -1.5326 -1.1 -0.5 0.9
H 2.8281 1.1663 -1.2682 -0.4 -0.3 1.1
H 3.6278 0.5335 0.2621 -1.1 0.2 -0.5
H 1.5388 2.8475 0.4854 1.1 -0.8 0.4
H 4.3807 2.9158 -0.7126 -1.0 0.8 0.2
H 2.9290 4.1055 -0.9858 0.9 -0.9 0.6
H 4.0110 4.2029 0.5109 -0.7 -0.7 -1.1
H 4.2730 2.4955 2.1429 -1.2 -0.1 -0.6
H 1.5784 0.9572 2.6491 1.3 0.4 0.4
H 2.6329 1.4192 4.0523 0.4 -0.1 -1.3
H 3.2426 0.2554 2.7604 -0.7 1.3 0.1
H 1.6754 4.2089 2.1527 1.3 -0.3 0.6
H 2.0644 3.4545 3.7502 0.7 0.5 -1.2
H 3.3289 4.5366 3.0228 -0.9 -0.6 -0.6
H -0.0064 -3.3544 -1.1204 -1.6 0.2 -0.2
H -1.6605 -4.0026 -0.7795 0.3 1.3 -0.6
H -2.0218 -2.6906 -3.4050 1.0 -0.5 0.6
H -0.3037 -3.4186 -3.3828 -1.4 0.3 0.2
H -1.7486 -5.1491 -4.3009 -0.3 0.3 1.3
H -1.3995 -5.6799 -2.5842 -1.1 0.9 -0.5
H -6.7949 -1.8742 -4.8035 0.5 -0.8 1.3
H -8.6252 -1.1400 -2.7763 1.3 -1.1 0.2
H -5.8180 -3.9981 -1.0291 -0.2 1.1 -1.8
H -3.9980 -1.0187 -0.4091 0.7 -0.6 -1.1
H -3.5973 -2.4911 -1.5348 -0.1 1.5 0.5
H -3.1406 -0.8302 -3.4941 -0.2 0.1 1.2
H -4.8095 -0.7758 -2.7892 1.4 0.4 0.3
H -3.1895 1.4460 -4.5126 -0.2 -0.5 1.2
H -0.8347 2.0326 0.1827 -0.5 0.0 -0.4
H -2.5274 2.2122 0.1400 0.6 -0.1 0.2
H -2.0289 0.9194 2.1859 -0.7 -0.3 -0.3
H -0.9625 -4.1064 2.7558 0.3 0.7 -1.2
H -0.2823 -4.3925 1.0941 0.0 0.9 0.7
H 0.2971 -2.9577 2.1550 -1.3 -0.6 -0.8
H -3.6219 -4.2652 0.3599 -0.5 1.1 0.7
H -4.5251 -2.7088 0.9773 1.1 -0.7 -0.1
H -3.8246 -3.9141 2.1399 0.2 0.7 -1.3
H -0.7833 1.6937 -3.3473 1.0 -0.7 0.9
C -6.9012 -6.0744 2.5205 0.0 0.2 0.0
Br -6.7573 -4.9188 0.9734 -0.4 -0.4 0.6
Br -7.6101 -7.8170 2.0530 0.1 0.2 0.1
Br -5.2236 -6.2155 3.4780 -0.3 0.0 -0.2
H -7.6153 -5.6122 3.1970 0.2 -0.1 -0.1
C 4.1725 -5.4195 -3.1344 -0.1 0.0 0.2
Br 4.5275 -6.9112 -4.3200 0.0 0.2 0.1
Br 5.2190 -3.8591 -3.6064 -0.2 -0.2 0.1
Br 2.2848 -5.0121 -3.0351 0.3 -0.1 -0.2
H 4.4853 -5.7231 -2.1383 -0.1 0.1 -0.2
C 1.3325 6.9264 -1.9649 -0.2 -0.1 -0.1
Br 2.2634 7.7418 -3.4562 -0.1 -0.1 0.2
Br 0.8673 5.0820 -2.3280 0.0 0.4 0.0
Br 2.3265 7.1075 -0.3111 -0.1 0.0 -0.2
H 0.4005 7.4707 -1.8363 0.2 -0.1 0.0
C 5.3548 1.2651 5.9695 0.1 0.0 0.0
Br 5.2868 3.0850 5.3100 0.0 -0.4 0.1
Br 3.8629 0.8685 7.1400 0.2 0.1 -0.2
Br 5.4942 -0.0106 4.5209 0.1 0.1 0.3
H 6.2594 1.1729 6.5647 -0.2 0.0 -0.1
C 4.3152 7.3360 5.3120 -0.2 0.0 0.0
Br 3.4414 6.0893 6.5067 0.2 0.3 -0.2
Br 5.1163 8.8146 6.2737 -0.1 -0.3 -0.1
Br 5.5969 6.4527 4.1559 -0.1 0.1 0.2
H 3.5442 7.7542 4.6700 0.2 -0.1 0.1
C 8.5270 6.9335 1.1290 -0.1 0.0 0.0
Br 8.5788 7.9703 -0.5061 0.0 -0.2 0.3
Br 7.8396 5.1486 0.8270 0.1 0.3 0.1
Br 10.2490 6.9007 2.0157 -0.3 0.0 -0.2
H 7.8327 7.4328 1.8005 0.1 -0.1 -0.1
C -5.7243 3.0431 1.0366 -0.1 -0.3 -0.2
Br -4.1034 3.7551 1.8257 -0.3 0.0 -0.1
Br -7.1861 4.3152 1.1360 0.2 -0.1 0.0
Br -5.4353 2.4162 -0.7730 -0.1 0.3 0.7
H -6.0140 2.1804 1.6312 0.1 0.2 -0.1
```
Forces are in eV/Å.

Calculated values
net charge	-1
E_HOMO	-0.114	hartree
lowest unoccupied orbital energy	0.83	eV